The following is a DFT calculation (wB97M-V/def2-TZVPD) of 2 unconnected molecules or ions with the total composition C4H10O2 in a non-equilibrium geometry.

The geometry in XYZ format:
```
16
Properties=species:S:1:pos:R:3:lowdin_charge:R:1
O -1.549 1.164 -0.864 -0.057
O 1.090 1.327 -0.262 -0.100
C -1.894 0.508 0.304 -0.275
C -2.680 -0.564 0.287 0.004
C 1.456 -1.000 0.549 -0.065
C 1.714 0.058 -0.542 -0.280
H -1.195 0.777 1.090 0.099
H -3.485 -0.628 -0.436 0.058
H 1.524 1.953 -0.854 0.104
H 1.486 -0.326 -1.537 0.113
H 2.792 0.249 -0.535 0.105
H 0.807 -1.742 0.096 0.073
H 2.411 -1.324 0.947 0.069
H -0.570 1.161 -0.854 0.040
H -2.838 -1.075 1.226 0.043
H 0.932 -0.537 1.385 0.070
```

Calculated values
* ΔE to the lowest compared entry with this formula, charge and spin: 2.148 eV
* net charge: 0
* frontier orbital gap: 9.48 eV



The following is a DFT calculation (wB97M-V/def2-TZVPD) of a molecular structure, H6O3 in a non-equilibrium geometry.

The geometry in XYZ format:
```
9
Properties=species:S:1:pos:R:3:lowdin_charge:R:1
O -1.335 -0.423 -0.440 0.163
O 1.445 0.091 0.245 0.054
O -0.385 0.006 1.200 -0.128
H -1.749 0.439 -0.470 0.135
H -0.726 -0.118 0.315 -0.360
H 1.367 -0.478 -0.522 0.094
H -0.940 -0.530 -1.305 0.113
H 0.562 0.090 1.083 -0.172
H 1.761 0.923 -0.105 0.101
```

Calculated values
* ΔE to the lowest compared entry with this formula, charge and spin: 5.821 eV
* net charge: 0
* frontier orbital gap: 8.27 eV



The following is a DFT calculation (wB97M-V/def2-TZVPD) of a single C4H10OSi2 molecule in a non-equilibrium geometry.

The geometry in XYZ format:
```
17
Properties=species:S:1:pos:R:3:lowdin_charge:R:1
Si 0.059 0.229 -0.017 0.298
Si 1.477 -0.079 -1.784 0.561
O -0.568 1.783 -0.051 -0.150
C 0.705 -0.171 1.674 -0.263
C -2.566 -0.566 -0.055 -0.047
C 0.910 0.803 2.555 -0.093
C -1.327 -0.972 -0.301 -0.258
H 0.470 1.782 2.414 0.036
H 1.470 1.035 -2.754 -0.106
H 1.014 -1.260 -2.444 -0.130
H -1.337 1.925 -0.452 -0.034
H -3.454 -1.039 -0.215 0.021
H 2.827 -0.418 -1.353 -0.124
H 1.667 0.659 3.451 0.097
H -2.577 0.416 0.424 0.051
H -0.978 -1.994 -0.493 0.062
H 0.997 -1.162 2.132 0.081
```

Calculated values
* ΔE to the lowest compared entry with this formula, charge and spin: 1.183 eV
* net charge: 0
* frontier orbital gap: 10.12 eV



The following is a DFT calculation (wB97M-V/def2-TZVPD) of 2 unconnected molecules or ions with the total composition C4H13N2O.

The geometry in XYZ format:
```
20
Properties=species:S:1:pos:R:3:lowdin_charge:R:1
O -2.296 -0.060 0.262 0.049
N -1.136 1.618 -1.243 0.195
N 0.493 -1.223 0.608 -0.192
C -0.651 1.619 0.177 -0.079
C 0.464 -1.497 -0.831 -0.118
C 1.845 -0.909 1.064 -0.119
C -1.436 0.523 0.875 -0.236
H -1.784 2.381 -1.430 0.177
H -1.239 0.356 1.938 0.140
H 2.180 0.022 0.602 0.072
H 0.183 -2.060 1.089 0.121
H 0.689 -0.571 -1.370 0.066
H -1.669 0.738 -1.372 0.147
H -0.515 -1.877 -1.122 0.086
H -0.369 1.668 -1.913 0.169
H 0.411 1.384 0.207 0.112
H 1.869 -0.779 2.145 0.086
H 2.577 -1.689 0.835 0.087
H -0.818 2.609 0.596 0.143
H 1.202 -2.253 -1.117 0.091
```

Calculated values
* ΔE to the lowest compared entry with this formula, charge and spin: 2.340 eV
* net charge: +1
* frontier orbital gap: 9.53 eV



The following is a DFT calculation (wB97M-V/def2-TZVPD) of 2 unconnected molecules or ions with the total composition C4H6F3NO2 in a non-equilibrium geometry.

The geometry in XYZ format:
```
16
Properties=species:S:1:pos:R:3:lowdin_charge:R:1
F 1.925 -1.922 0.609 0.030
F 1.276 1.792 0.804 0.009
F 2.344 1.353 -0.955 0.017
O -3.472 0.475 -0.383 0.121
O -1.969 1.175 0.978 0.136
N -0.223 -1.089 0.182 -0.004
C -1.260 -0.535 -0.721 -0.041
C 2.212 1.003 0.303 -0.303
C 1.050 -1.184 -0.122 -0.213
C -2.321 0.422 -0.058 -0.508
H -0.666 0.160 -1.453 0.165
H 3.142 1.005 0.896 0.106
H -1.693 -1.443 -1.272 0.152
H 1.188 -1.218 -1.150 0.107
H -1.047 1.200 1.208 0.086
H -0.488 -1.193 1.135 0.141
```

Calculated values
* ΔE to the lowest compared entry with this formula, charge and spin: 3.605 eV
* net charge: 0
* frontier orbital gap (spin up / spin down): 8.39 / 7.91 eV



The following is a DFT calculation (wB97M-V/def2-TZVPD) of a gas-phase ion, C5H11N2S (charge +1) in a non-equilibrium geometry.

The geometry in XYZ format:
```
19
Properties=species:S:1:pos:R:3:lowdin_charge:R:1
S 0.023 -2.137 -0.021 0.933
N -0.180 0.476 -0.749 0.055
N 1.865 -0.122 0.214 -0.003
C -2.472 1.005 -0.007 0.005
C -1.529 -1.256 0.367 -0.366
C -1.306 0.178 -0.223 -0.352
C 0.834 -0.585 -0.700 -0.547
C 1.960 1.360 0.027 -0.018
H -3.182 0.929 -0.766 0.098
H 1.472 -0.334 1.156 0.172
H -1.563 -1.200 1.474 0.098
H 2.152 1.578 -0.974 0.086
H -2.179 2.001 -0.050 0.086
H -2.949 0.660 0.846 0.081
H -2.372 -1.621 -0.182 0.087
H 2.708 1.710 0.764 0.122
H 2.859 -0.472 0.038 0.221
H 0.977 1.875 0.103 0.107
H 1.290 -0.677 -1.686 0.135
```

Calculated values
* ΔE to the lowest compared entry with this formula, charge and spin: 1.863 eV
* net charge: +1
* frontier orbital gap: 10.05 eV